Entry 1:
{"formula": "C44H49Cl4N8NiO", "method": "ωB97M-V with the def2-TZVPD basis set", "symbols": ["Ni", "C", "C", "O", "H", "H", "H", "H", "H", "N", "C", "C", "C", "C", "C", "H", "H", "H", "H", "H", "N", "C", "C", "C", "C", "C", "H", "H", "H", "H", "H", "N", "C", "C", "C", "C", "C", "H", "H", "H", "H", "H", "N", "C", "C", "C", "C", "C", "H", "H", "H", "H", "H", "N", "C", "C", "C", "C", "C", "H", "H", "H", "H", "H", "N", "C", "C", "C", "C", "C", "H", "H", "H", "H", "H", "N", "C", "C", "C", "C", "C", "H", "H", "H", "H", "H", "N", "C", "C", "C", "C", "C", "H", "H", "H", "H", "H", "C", "Cl", "Cl", "H", "H", "C", "Cl", "Cl", "H", "H"], "positions_angstrom": [[1.824, 0.645, -3.461], [0.365, -0.563, 0.671], [-0.211, -0.071, -0.672], [0.657, 0.235, -1.779], [-0.304, -0.920, 1.454], [1.210, 0.035, 1.011], [0.750, -1.579, 0.585], [-0.755, 0.856, -0.491], [-0.989, -0.747, -1.026], [3.655, -4.993, 1.106], [4.803, -4.357, 1.237], [4.813, -3.033, 1.695], [3.624, -2.368, 2.126], [2.469, -3.105, 1.953], [2.502, -4.474, 1.496], [5.727, -4.738, 0.828], [5.747, -2.504, 1.814], [3.554, -1.370, 2.532], [1.596, -2.749, 2.480], [1.624, -5.099, 1.570], [-5.705, 1.811, 3.322], [-5.329, 0.747, 4.063], [-4.394, -0.223, 3.684], [-3.778, -0.166, 2.474], [-4.109, 0.961, 1.653], [-5.188, 1.842, 2.042], [-5.685, 0.687, 5.081], [-4.071, -1.043, 4.307], [-3.024, -0.910, 2.266], [-3.719, 1.003, 0.647], [-5.718, 2.558, 1.431], [1.421, 0.792, 6.894], [0.345, 1.177, 7.578], [-0.918, 1.325, 7.040], [-1.013, 1.225, 5.655], [0.107, 0.849, 4.896], [1.351, 0.637, 5.524], [0.630, 1.138, 8.619], [-1.781, 1.562, 7.644], [-1.959, 1.152, 5.139], [0.052, 0.603, 3.846], [2.221, 0.360, 4.947], [3.540, 1.034, -2.134], [4.864, 0.743, -2.429], [5.968, 0.827, -1.603], [5.773, 1.206, -0.290], [4.495, 1.599, 0.183], [3.426, 1.551, -0.805], [5.071, 0.436, -3.443], [6.885, 0.329, -1.880], [6.644, 1.320, 0.338], [4.344, 1.936, 1.198], [2.444, 1.969, -0.640], [-2.902, -4.717, -3.207], [-1.867, -5.002, -4.018], [-0.571, -4.808, -3.610], [-0.273, -4.283, -2.367], [-1.374, -3.722, -1.566], [-2.651, -4.031, -2.007], [-1.931, -5.496, -4.976], [0.347, -5.072, -4.114], [0.749, -4.202, -2.027], [-1.071, -3.257, -0.639], [-3.527, -3.773, -1.431], [1.357, 2.804, -3.286], [2.226, 3.847, -3.541], [1.773, 5.185, -3.607], [0.513, 5.500, -3.222], [-0.435, 4.467, -2.931], [0.041, 3.191, -2.967], [3.239, 3.550, -3.768], [2.502, 5.957, -3.806], [0.321, 6.558, -3.129], [-1.388, 4.702, -2.482], [-0.677, 2.450, -2.649], [0.153, -0.020, -4.833], [-0.303, 0.694, -5.934], [-1.372, 0.405, -6.697], [-2.102, -0.743, -6.445], [-1.751, -1.487, -5.307], [-0.640, -1.131, -4.526], [0.410, 1.471, -6.167], [-1.566, 0.951, -7.608], [-2.804, -1.103, -7.183], [-2.272, -2.425, -5.181], [-0.280, -1.793, -3.752], [-0.133, 3.770, 3.469], [-1.088, 3.703, 2.539], [-0.968, 3.340, 1.251], [0.316, 3.081, 0.798], [1.399, 3.071, 1.704], [1.091, 3.424, 3.016], [-2.093, 3.827, 2.913], [-1.863, 3.257, 0.651], [0.454, 2.895, -0.257], [2.448, 2.994, 1.456], [1.815, 3.470, 3.816], [-1.961, -4.252, 3.647], [-1.665, -3.197, 2.258], [-1.858, -3.254, 5.109], [-3.014, -4.502, 3.523], [-1.276, -5.099, 3.678], [-3.782, -0.304, -2.706], [-5.059, -1.364, -2.050], [-3.725, 1.207, -1.894], [-2.780, -0.701, -2.546], [-3.988, -0.175, -3.769]], "forces_ev_per_a": [[-2.354, 0.831, 2.944], [0.929, -1.378, -1.027], [-0.175, 1.024, -0.763], [1.113, -0.822, -0.151], [-0.845, 1.500, 0.194], [-0.314, 0.201, 0.310], [0.854, -0.116, -0.963], [-0.219, 0.247, 0.316], [-0.077, -0.495, 0.034], [-0.614, -1.969, -0.241], [-0.735, 2.710, -0.227], [-0.382, 0.938, 0.890], [0.817, -1.988, -1.502], [-0.476, -1.710, 1.047], [1.403, 2.686, 0.857], [-0.062, -0.648, 0.175], [0.245, -0.069, -0.108], [0.396, 0.023, 0.041], [-0.526, 0.104, -0.495], [-0.080, -0.083, -0.399], [0.685, -1.704, -1.198], [0.607, 0.796, -0.006], [-0.285, -0.221, 0.370], [-0.177, 2.431, -0.958], [-1.842, -0.371, 0.242], [1.213, -1.721, 2.034], [-0.407, 0.216, 0.061], [-0.489, 0.034, 0.564], [0.032, 0.206, -0.529], [0.078, 0.213, 0.070], [0.643, 0.182, -0.457], [0.906, -0.022, -2.501], [1.246, -1.289, 0.066], [-0.014, 0.700, -0.826], [0.411, -1.424, -0.298], [1.116, -0.349, 0.725], [-2.442, 1.016, 2.041], [-0.883, 0.556, 0.460], [0.017, -0.040, 0.077], [-0.291, 0.582, 0.123], [-0.339, 0.294, -0.218], [0.225, -0.144, 0.298], [3.073, 1.011, 2.662], [-1.595, -0.079, -0.749], [-1.036, -0.798, 0.682], [-0.830, 0.953, 0.802], [-0.558, -0.628, -3.417], [0.884, -0.817, -1.080], [-0.307, -0.290, -0.214], [0.216, 0.580, -0.397], [-0.044, -0.290, 0.337], [-0.173, 0.085, -0.147], [-0.111, -0.366, 0.415], [0.696, 1.099, 0.543], [-0.483, 0.072, 1.309], [2.191, 0.469, 1.570], [-2.638, 1.680, 0.996], [2.169, -2.017, -1.690], [0.378, -0.967, -1.829], [-1.127, -0.028, -0.128], [-0.430, -0.466, -0.924], [0.050, 0.056, 0.065], [-0.608, 0.163, 0.149], [-0.086, -0.017, -0.069], [-0.771, 2.050, -0.201], [-2.288, -1.174, -0.371], [1.782, -1.372, 0.466], [-1.495, -0.327, 0.179], [2.084, 1.770, 0.263], [1.126, -1.161, -0.261], [0.115, 0.127, 0.040], [0.003, 0.043, -0.090], [-0.606, -0.001, -0.018], [-0.182, -0.123, -0.361], [0.457, -0.792, -0.209], [-2.121, -1.163, -0.679], [2.958, -0.036, 2.591], [-0.963, -0.511, -1.264], [0.833, -0.277, 1.017], [0.295, 0.202, -0.787], [0.861, 1.404, -1.117], [-0.367, 0.441, -0.312], [0.060, 0.301, 0.101], [-0.347, 0.012, 0.275], [0.106, -0.093, 0.593], [-0.090, 0.203, 0.310], [0.812, -0.467, -1.372], [-1.352, -0.013, 2.624], [1.047, -0.398, -1.340], [0.886, -0.205, -0.109], [-1.327, 0.953, 0.124], [-0.693, 0.452, 0.861], [-0.207, 0.446, 0.194], [0.133, 0.039, -0.280], [0.231, -0.238, -0.133], [-0.145, -0.320, -0.340], [0.526, -0.123, -0.202], [-0.882, 0.643, 0.144], [0.522, -0.157, -0.545], [0.189, -0.335, 0.172], [0.355, -0.520, 0.251], [-0.134, 0.287, -0.024], [0.118, -1.029, -0.424], [0.421, 0.150, -0.125], [-0.166, 1.501, 0.321], [-0.361, -0.611, -0.143], [0.036, 0.089, 0.223]], "mulliken_spin": [1.743, 0.006, -0.016, 0.164, 0.000, 0.001, -0.003, 0.008, 0.012, 0.000, 0.000, 0.000, 0.000, 0.000, 0.000, 0.000, 0.000, 0.000, 0.000, 0.000, 0.000, 0.000, 0.000, 0.000, 0.000, 0.000, 0.000, 0.000, 0.000, 0.000, 0.000, 0.000, 0.000, 0.000, 0.000, 0.000, 0.000, 0.000, 0.000, 0.000, 0.000, 0.000, 0.023, 0.002, 0.001, -0.002, 0.001, -0.013, 0.001, 0.000, 0.000, 0.000, 0.007, 0.000, 0.000, -0.001, 0.000, -0.001, 0.000, 0.000, 0.000, 0.001, 0.000, 0.000, 0.048, -0.001, 0.005, -0.004, 0.003, -0.014, 0.003, 0.000, 0.000, 0.000, 0.006, 0.027, -0.002, 0.001, 0.001, -0.002, -0.013, -0.001, 0.000, 0.000, 0.000, 0.010, 0.000, 0.000, 0.000, 0.003, -0.001, 0.000, 0.000, 0.000, -0.002, 0.000, 0.000, 0.000, 0.000, 0.000, 0.000, 0.000, 0.001, 0.000, 0.000, 0.001, 0.000], "spin_multiplicity": 3, "charge": 1, "e_lumo_ev": [-3.12, -4.05], "orbital_gap_ev": [7.7, 6.8]}

Entry 2:
{"formula": "C44H49MgNP2", "method": "ωB97M-V with the def2-TZVPD basis set", "symbols": ["Mg", "C", "C", "C", "C", "C", "C", "C", "C", "C", "H", "H", "H", "H", "H", "H", "H", "H", "H", "H", "H", "H", "H", "H", "H", "P", "P", "C", "C", "C", "C", "C", "C", "C", "C", "C", "C", "C", "C", "C", "C", "C", "C", "C", "C", "C", "C", "C", "C", "C", "C", "C", "C", "H", "H", "H", "H", "H", "H", "H", "H", "H", "H", "H", "H", "H", "H", "H", "H", "H", "H", "H", "H", "H", "H", "C", "N", "C", "C", "C", "C", "C", "C", "C", "C", "H", "H", "H", "H", "H", "H", "H", "H", "H", "H", "H", "H"], "positions_angstrom": [[-2.367, 0.076, -1.222], [1.444, 0.951, 1.993], [1.062, 2.230, 2.045], [1.677, 3.363, 1.308], [1.335, 3.306, -0.222], [2.183, 2.364, -1.015], [3.166, 1.547, -0.609], [3.689, 1.216, 0.769], [2.794, 0.408, 1.726], [-2.085, -0.531, -3.225], [0.698, 0.167, 2.165], [0.100, 2.487, 2.499], [2.757, 3.468, 1.456], [1.233, 4.295, 1.694], [0.245, 3.120, -0.324], [1.502, 4.301, -0.684], [2.015, 2.465, -2.097], [3.695, 0.986, -1.419], [4.026, 2.132, 1.269], [4.597, 0.617, 0.561], [2.706, -0.616, 1.328], [3.323, 0.299, 2.694], [-2.072, -1.614, -3.000], [-1.108, -0.001, -3.238], [-2.561, -0.294, -4.163], [-5.195, 6.324, -2.807], [-3.792, 5.816, -5.774], [-3.867, 7.365, -3.457], [-3.351, 7.200, -4.705], [-6.400, 7.665, -2.322], [-6.003, 8.980, -2.033], [-6.953, 9.965, -1.755], [-8.310, 9.634, -1.732], [-8.727, 8.326, -2.031], [-7.778, 7.356, -2.349], [-4.330, 5.857, -1.243], [-3.214, 4.997, -1.343], [-2.545, 4.579, -0.189], [-2.966, 5.024, 1.072], [-4.067, 5.890, 1.164], [-4.757, 6.291, 0.014], [-4.089, 6.908, -7.283], [-5.144, 7.844, -7.209], [-5.424, 8.666, -8.300], [-4.627, 8.570, -9.449], [-3.535, 7.698, -9.509], [-3.272, 6.860, -8.423], [-2.110, 5.184, -6.174], [-2.049, 3.896, -6.754], [-0.817, 3.353, -7.105], [0.367, 4.056, -6.859], [0.304, 5.325, -6.267], [-0.928, 5.880, -5.909], [-3.508, 8.174, -2.812], [-2.722, 7.978, -5.158], [-4.955, 9.260, -2.056], [-6.625, 10.991, -1.563], [-9.046, 10.391, -1.471], [-9.792, 8.074, -2.022], [-8.099, 6.352, -2.640], [-2.886, 4.660, -2.329], [-1.691, 3.899, -0.270], [-2.430, 4.702, 1.974], [-4.391, 6.243, 2.145], [-5.636, 6.940, 0.100], [-5.736, 7.926, -6.295], [-6.258, 9.372, -8.249], [-4.857, 9.192, -10.307], [-2.885, 7.653, -10.388], [-2.420, 6.177, -8.465], [-2.975, 3.346, -6.934], [-0.777, 2.363, -7.567], [1.336, 3.607, -7.089], [1.218, 5.884, -6.069], [-0.963, 6.864, -5.434], [0.898, -2.293, 3.711], [-0.291, -1.526, 3.358], [-1.044, -1.229, 4.556], [-1.177, -2.010, 2.264], [-0.475, -2.134, 0.928], [0.576, -3.099, 0.868], [1.460, -3.144, -0.211], [1.186, -2.357, -1.328], [0.073, -1.506, -1.291], [-0.741, -1.353, -0.195], [0.665, -3.334, 3.988], [1.327, -1.804, 4.595], [1.661, -2.307, 2.926], [-1.964, -0.712, 4.276], [-1.307, -2.152, 5.095], [-0.424, -0.611, 5.211], [-1.588, -3.002, 2.579], [-2.025, -1.299, 2.217], [0.706, -3.805, 1.697], [2.321, -3.821, -0.187], [1.775, -2.434, -2.242], [-0.130, -1.051, -2.249]], "forces_ev_per_a": [[1.214, -1.462, 0.406], [-0.872, -0.084, 0.295], [-0.424, -0.620, -0.291], [0.107, 1.375, -0.276], [0.204, 0.504, 0.826], [0.284, -0.341, -0.216], [-0.344, -0.394, -0.983], [0.876, -0.005, -0.030], [0.640, -0.362, -0.845], [-0.310, 0.985, 0.403], [0.264, 0.453, 0.763], [-0.076, -0.401, -0.395], [-0.324, 0.027, -0.157], [0.205, -0.179, -0.122], [0.601, -0.175, -0.095], [-0.140, -0.232, 0.361], [0.119, -0.293, 0.355], [-0.556, 0.558, 0.626], [0.061, -0.329, -0.109], [-0.285, 0.274, 0.444], [-0.095, 0.251, 0.075], [-0.184, 0.069, -0.349], [0.451, 0.570, -0.390], [-0.334, -0.821, -0.325], [-0.475, -0.015, -0.048], [-0.296, -0.147, 0.273], [-0.119, 0.287, -1.043], [0.856, 0.133, -1.428], [-0.618, 0.781, 1.442], [-0.030, -0.019, -0.006], [-0.439, -0.068, -0.054], [-0.070, -0.185, -0.019], [0.059, -0.325, 0.002], [0.153, 0.363, 0.091], [0.465, 0.091, 0.031], [0.031, -0.013, 0.196], [-0.373, 0.211, 0.355], [-0.170, 0.059, -0.043], [-0.185, 0.194, -0.178], [0.241, -0.297, 0.035], [0.187, -0.164, 0.163], [0.164, 0.001, 0.261], [0.335, -0.316, -0.299], [0.306, -0.281, -0.018], [0.068, 0.015, 0.012], [-0.331, -0.019, 0.318], [-0.270, 0.112, 0.097], [-0.064, -0.562, 0.042], [0.207, 0.690, 0.134], [0.128, -0.173, -0.053], [-0.217, 0.289, 0.243], [-0.133, -0.269, 0.006], [0.182, -0.173, -0.266], [-0.031, -0.106, -0.386], [0.065, -0.279, 0.470], [-0.193, -0.054, 0.099], [-0.181, -0.393, -0.013], [0.111, -0.135, -0.126], [0.436, 0.109, -0.033], [0.141, 0.289, 0.170], [-0.033, 0.056, 0.245], [-0.283, 0.321, 0.038], [-0.281, 0.170, -0.406], [0.070, -0.102, -0.300], [0.389, -0.209, -0.018], [0.096, -0.088, -0.235], [0.340, -0.237, -0.092], [0.036, 0.030, 0.048], [-0.338, 0.088, 0.264], [-0.311, 0.184, 0.033], [0.281, 0.130, 0.051], [0.013, 0.322, 0.187], [-0.338, 0.180, -0.029], [-0.158, -0.159, -0.029], [0.091, -0.381, -0.208], [-0.213, 0.245, 0.062], [-0.012, 0.294, -0.657], [0.082, -0.225, -0.250], [0.090, -0.384, 0.749], [0.999, -0.913, 0.379], [-0.356, 0.550, 0.000], [-0.203, -0.224, -0.115], [-0.151, -0.048, 0.539], [1.397, -0.826, -1.284], [-1.755, 1.379, 0.447], [-0.011, -0.053, 0.008], [0.039, -0.141, -0.185], [-0.264, 0.129, 0.126], [0.068, 0.109, 0.231], [-0.176, 0.015, 0.154], [-0.247, 0.049, 0.045], [0.013, 0.279, -0.298], [0.452, -0.334, -0.158], [-0.031, 0.353, -0.366], [-0.414, 0.169, -0.078], [-0.008, 0.079, 0.290], [0.104, 0.198, 0.416]], "lowdin_charge": [0.958, -0.104, -0.114, -0.202, -0.188, -0.123, -0.099, -0.205, -0.184, -0.268, 0.081, 0.096, 0.096, 0.103, 0.082, 0.114, 0.100, 0.106, 0.096, 0.107, 0.101, 0.123, -0.021, -0.050, -0.052, 1.009, 1.009, -0.348, -0.369, -0.383, -0.101, -0.083, -0.088, -0.088, -0.111, -0.384, -0.103, -0.094, -0.089, -0.085, -0.092, -0.357, -0.111, -0.089, -0.098, -0.085, -0.091, -0.416, -0.115, -0.092, -0.086, -0.081, -0.097, 0.068, 0.081, 0.087, 0.106, 0.101, 0.105, 0.098, 0.099, 0.072, 0.103, 0.103, 0.101, 0.099, 0.104, 0.096, 0.105, 0.097, 0.100, 0.105, 0.103, 0.102, 0.092, -0.114, -0.288, -0.118, -0.169, -0.264, -0.075, -0.099, -0.089, -0.209, -0.168, 0.086, 0.085, 0.064, 0.078, 0.083, 0.082, 0.126, 0.102, 0.099, 0.102, 0.100, 0.026], "spin_multiplicity": 1, "charge": 0, "e_lumo_ev": -0.88, "orbital_gap_ev": 7.0}